1.
DFT (ωB97M-V with the def2-TZVPD basis set) results for a gas-phase ion, C4H12N3 (charge +1).

Its SMILES is C[C@H](CN)NC=[NH2+]. Its charge is +1. As for the LUMO energy: -3.7 eV. For the total energy, the calculation gives -8805.5150 eV. The HOMO energy is -13.386 eV.

Cartesian coordinates (Å):
C -0.45723 -1.72752 -0.41717
C -0.58716 -0.56350 0.42914
C -1.82524 0.38971 0.15347
N -1.40436 1.67325 -0.27590
N 0.53282 0.30541 0.36644
C 1.85401 -0.14262 0.15136
N 2.94961 0.55152 -0.11117
H 0.01638 -1.49746 -1.32220
H -1.34632 -2.24327 -0.44637
H 0.24457 -2.40691 0.03514
H -0.87592 -0.81427 1.47066
H -2.44740 -0.05496 -0.57212
H -2.45265 0.51885 1.11120
H -1.96417 2.42824 0.29181
H -1.27971 2.01042 -1.17873
H 0.27812 1.28923 0.27347
H 1.86271 -1.15485 0.14538
H 3.80393 -0.03947 -0.22808
H 3.09800 1.47819 0.12365

Mulliken analysis output, partial charges in e:
1. C -1.888
2. C 0.621
3. C -0.544
4. N -0.628
5. N -0.212
6. C 0.054
7. N -0.306
8. H 0.516
9. H 0.474
10. H 0.458
11. H 0.102
12. H 0.294
13. H 0.366
14. H 0.239
15. H 0.190
16. H 0.358
17. H 0.369
18. H 0.288
19. H 0.250

2.
DFT (ωB97M-V with the def2-TZVPD basis set) results for 2 unconnected molecules or ions with the total composition C4H12N3.

Its charge is +1. As for the LUMO energy (alpha / beta): -4.6 / -4.6 eV. For the total energy, the calculation gives -8801.8590 eV. The HOMO energy (alpha / beta) is -11.667 / -11.667 eV.

Cartesian coordinates (Å):
C 1.54407 -1.66589 0.62430
C -1.10025 -0.08103 1.67868
C -0.07236 0.24911 -1.79270
C -1.08900 1.95353 -0.43340
N 1.99654 -1.39745 -0.58061
N -0.69650 -0.29282 0.30399
N -0.54393 0.57148 -0.57703
H 2.13318 -1.04817 1.32518
H -2.20594 -0.15003 1.96072
H -0.74558 -1.00197 2.09209
H -0.87923 0.90900 2.07992
H 0.15034 -0.80166 -1.93442
H 0.89386 -2.57214 0.89720
H -0.06308 1.00211 -2.53958
H -1.18668 2.47766 -1.35404
H -1.96318 1.94165 0.12461
H -0.32659 2.33079 0.31813
H 2.58222 -0.64874 -0.76764
H 1.57211 -1.77544 -1.42542

Mulliken analysis output, partial charges in e:
1. C -0.143
2. C -0.785
3. C -0.581
4. C -0.901
5. N -0.218
6. N -0.681
7. N 0.593
8. H 0.304
9. H 0.318
10. H 0.314
11. H 0.322
12. H 0.379
13. H 0.327
14. H 0.194
15. H 0.256
16. H 0.357
17. H 0.387
18. H 0.233
19. H 0.324

3.
DFT (ωB97M-V with the def2-TZVPD basis set) results for a gas-phase ion, C4H12N3 (charge +1).

Its SMILES is CC/N=[N+](\C)CN. Its charge is +1. As for the LUMO energy: -4.8 eV. For the total energy, the calculation gives -8802.8887 eV. The HOMO energy is -13.874 eV.

Cartesian coordinates (Å):
C 2.41292 -0.70639 0.35105
C 1.48441 0.16438 -0.53249
N 0.15090 -0.26221 -0.33869
N -0.79763 0.46213 -0.00812
C -0.66429 1.89921 0.02530
C -2.02715 -0.41381 0.08336
N -1.52712 -1.75669 -0.01598
H 1.93311 -1.72494 0.52101
H 3.50146 -0.62371 0.11032
H 2.32427 -0.17693 1.43080
H 1.60544 -0.30068 -1.46528
H 1.95651 1.23953 -0.35245
H -1.33391 2.31404 -0.73760
H -0.89170 2.25411 1.08785
H 0.32644 2.24364 -0.06848
H -2.60239 -0.01594 -0.71893
H -2.71299 -0.13310 1.00608
H -1.05707 -2.03275 -0.85731
H -2.08123 -2.42987 0.47956

Mulliken analysis output, partial charges in e:
1. C -1.143
2. C -0.129
3. N -0.375
4. N 0.550
5. C -0.792
6. C -0.318
7. N -0.414
8. H 0.336
9. H 0.356
10. H 0.281
11. H 0.258
12. H 0.309
13. H 0.301
14. H 0.341
15. H 0.335
16. H 0.314
17. H 0.341
18. H 0.220
19. H 0.227

4.
DFT (ωB97M-V with the def2-TZVPD basis set) results for a gas-phase ion, C4H12N3 (charge +1).

Its SMILES is C[N@H+]1CCN(N)C1. Its charge is +1. As for the LUMO energy: -3.2 eV. For the total energy, the calculation gives -8803.8520 eV. The HOMO energy is -13.292 eV.

Cartesian coordinates (Å):
C -2.04384 -0.54041 0.09363
N -0.82512 -0.03584 -0.44850
C -0.32943 1.27865 0.02176
C 1.19314 1.30851 -0.39617
N 1.57261 -0.11003 -0.45360
N 2.52768 -0.77011 0.40244
C 0.31779 -0.98841 -0.39959
H -1.87852 -0.99069 1.05173
H -2.89964 0.20806 0.04007
H -2.47194 -1.44645 -0.34108
H -1.04610 0.12326 -1.40540
H -0.41849 1.60406 1.05861
H -1.03171 2.04585 -0.46852
H 1.40157 1.85964 -1.33045
H 1.72038 1.97554 0.38569
H 3.43300 -0.62780 -0.12267
H 2.60352 -0.30088 1.34641
H 0.31789 -1.53710 -1.35053
H 0.45142 -1.61336 0.53591

Mulliken analysis output, partial charges in e:
1. C -0.894
2. N 0.043
3. C -0.624
4. C -0.420
5. N 0.019
6. N -0.614
7. C -0.562
8. H 0.391
9. H 0.314
10. H 0.384
11. H 0.402
12. H 0.366
13. H 0.404
14. H 0.258
15. H 0.272
16. H 0.284
17. H 0.257
18. H 0.307
19. H 0.413

5.
DFT (ωB97M-V with the def2-TZVPD basis set) results for 2 unconnected molecules or ions with the total composition C4H12N3.

Its charge is +1. As for the LUMO energy: -3.4 eV. For the total energy, the calculation gives -8806.2603 eV. The HOMO energy is -13.989 eV.

Cartesian coordinates (Å):
C -2.76012 0.19868 -0.00816
C -1.71842 0.64539 0.98709
C -0.46078 2.42210 0.11218
N -0.54294 1.16940 0.27772
H -3.62276 -0.21896 0.51660
H -3.11156 1.03657 -0.60684
H -2.42994 -0.63643 -0.62847
H -1.37140 -0.19760 1.59305
H -2.11638 1.36654 1.70882
H -1.07857 3.08827 0.72068
H 0.23373 2.85568 -0.60112
N 1.68693 -0.32241 -0.06083
C 1.48023 -1.53521 -0.46092
N 2.42815 -2.38977 -0.84491
H 2.64922 -0.07335 0.13675
H 0.84368 0.30187 0.20160
H 0.44895 -1.87602 -0.47503
H 2.12031 -3.27673 -1.21400
H 3.30342 -2.44162 -0.34060

Mulliken analysis output, partial charges in e:
1. C -1.038
2. C -0.468
3. C -0.321
4. N -0.376
5. H 0.345
6. H 0.310
7. H 0.274
8. H 0.291
9. H 0.384
10. H 0.271
11. H 0.274
12. N -0.234
13. C 0.231
14. N -0.399
15. H 0.208
16. H 0.442
17. H 0.278
18. H 0.274
19. H 0.255

6.
DFT (ωB97M-V with the def2-TZVPD basis set) results for a gas-phase ion, C4H12N3 (charge +1).

Its SMILES is NCC/C(N)=C/[NH3+]. Its charge is +1. As for the LUMO energy: -3.5 eV. For the total energy, the calculation gives -8805.4607 eV. The HOMO energy is -11.688 eV.

Cartesian coordinates (Å):
N -2.17754 1.65354 1.40788
C -1.63101 0.41429 0.85495
C -0.13267 0.43509 1.02999
C 0.64786 -0.27459 -0.02042
N 1.99736 -0.57818 0.26854
C 0.18555 -0.66572 -1.20721
N 1.15814 -1.14113 -2.20231
H -3.12846 1.74202 1.71179
H -1.58029 2.40168 1.70357
H -2.08496 -0.36148 1.46206
H -1.90715 0.40368 -0.20057
H 0.16523 0.16759 2.03244
H 0.26201 1.46188 1.02818
H 2.47147 0.09256 0.85067
H 2.24856 -1.54466 0.37590
H -0.78848 -0.55884 -1.66164
H 1.00569 -0.63923 -3.08762
H 2.10520 -0.87489 -1.91068
H 1.18350 -2.13359 -2.43548

Mulliken analysis output, partial charges in e:
1. N -0.494
2. C -0.085
3. C -0.858
4. C 0.840
5. N -0.626
6. C -0.957
7. N -0.252
8. H 0.164
9. H 0.138
10. H 0.241
11. H 0.174
12. H 0.437
13. H 0.388
14. H 0.221
15. H 0.233
16. H 0.346
17. H 0.374
18. H 0.393
19. H 0.322

7.
DFT (ωB97M-V with the def2-TZVPD basis set) results for a gas-phase ion, C4H12N3 (charge +1).

Its SMILES is [H]/N=C/NCCC[NH3+]. Its charge is +1. As for the LUMO energy: -3.2 eV. For the total energy, the calculation gives -8805.6320 eV. The HOMO energy is -13.931 eV.

Cartesian coordinates (Å):
H 2.71171 1.02777 -2.06820
N 2.10814 1.27469 -1.28544
C 0.95045 0.90368 -1.60213
N -0.03093 0.56588 -0.63773
C -0.94628 -0.57511 -0.75934
C -1.75480 -0.59400 0.54057
C -0.84526 -0.45144 1.79014
N 0.57812 -0.79433 1.53694
H 0.77919 0.57419 -2.63459
H -0.57470 1.39012 -0.38215
H -1.63224 -0.48593 -1.60403
H -0.35017 -1.46835 -0.94983
H -2.35813 0.31181 0.58677
H -2.35048 -1.50140 0.54832
H -0.86371 0.56418 2.17323
H -1.25394 -1.10740 2.55812
H 0.83184 -0.16631 0.72390
H 0.74461 -1.76823 1.27914
H 1.14963 -0.66082 2.36895

Mulliken analysis output, partial charges in e:
1. H 0.289
2. N -0.572
3. C -0.140
4. N -0.331
5. C -0.769
6. C -0.507
7. C -0.618
8. N -0.160
9. H 0.384
10. H 0.223
11. H 0.427
12. H 0.396
13. H 0.316
14. H 0.378
15. H 0.368
16. H 0.371
17. H 0.225
18. H 0.345
19. H 0.375

8.
DFT (ωB97M-V with the def2-TZVPD basis set) results for a molecular structure, C4H12N3.

Its charge is +1. As for the LUMO energy: -2.9 eV. For the total energy, the calculation gives -8805.5627 eV. The HOMO energy is -13.954 eV.

Cartesian coordinates (Å):
C 1.34860 0.68023 -0.55890
C 0.76987 0.93504 0.76827
C 0.37934 -0.39402 1.45696
N -1.13503 -1.19805 -1.02880
C -1.66716 -1.24681 0.17215
N -1.01848 -0.69797 1.21953
N 0.34294 0.70196 -1.70971
H 1.89252 -0.17924 -0.55194
H 2.14343 1.33175 -0.75399
H 1.55962 1.38010 1.42030
H 0.01953 1.72752 0.74848
H 0.99538 -1.32308 1.36582
H 0.41879 -0.00700 2.46259
H -1.83839 -1.37338 -1.81416
H -2.60433 -1.81480 0.40063
H -1.57031 -0.54071 2.04424
H -0.60087 -0.01085 -1.18455
H -0.02532 1.64293 -1.83102
H 0.58985 0.38639 -2.62588

Mulliken analysis output, partial charges in e:
1. C -0.893
2. C -0.616
3. C -0.491
4. N -0.570
5. C -0.007
6. N -0.150
7. N -0.447
8. H 0.422
9. H 0.492
10. H 0.383
11. H 0.323
12. H 0.317
13. H 0.333
14. H 0.287
15. H 0.377
16. H 0.252
17. H 0.386
18. H 0.321
19. H 0.281